Record 1
A 7-piece molecular cluster, C61H79F6N3O8S overall, computed with the ωB97M-V functional and the def2-TZVPD basis.

Last column: Löwdin charge in e.
CARTESIAN COORDINATES (ANGSTROEM)
H 2.03009 -4.31074 -3.13847  0.0555
N 2.79123 -4.13792 -2.48699  0.1649
C 2.79199 -2.91052 -2.17827  -0.5160
N 1.88874 -1.94733 -2.74445  0.0984
N 3.71024 -2.37093 -1.23118  0.0075
C 4.30602 -3.33375 -0.28921  -0.2237
C 3.31610 -3.71460 0.79760  -0.1873
C 2.68887 -2.49868 1.46930  -0.1980
C 3.70747 -1.54053 2.08874  -0.1076
C 3.10007 -0.16426 2.40672  -0.2804
O 3.44078 0.16878 3.77168  -0.1660
S 2.59906 1.34154 4.42347  0.7081
O 3.42713 1.87576 5.46353  -0.2366
O 1.28431 0.85387 4.73106  -0.2377
C 2.44221 2.56013 3.06105  -0.3412
C 1.06618 2.41431 2.38049  -0.1388
C 0.84670 3.29233 1.14394  -0.1692
C -0.39473 2.85802 0.33161  -0.1726
C -0.11927 2.62323 -1.16566  -0.2026
C -1.21685 3.10074 -2.12593  -0.1981
C -2.26519 2.03361 -2.47560  -0.2048
C -2.74564 1.10051 -1.36456  -0.2003
C -3.66589 1.69980 -0.27011  -0.2327
C -4.26982 3.07427 -0.54880  -0.1138
C 2.56067 3.93629 3.70526  -0.1596
O 1.55568 4.08485 4.70619  -0.1421
O 2.10698 4.70311 5.86929  0.0001
C 3.62686 2.33517 2.08878  -0.2462
O 4.81520 2.53290 2.82221  -0.1065
C 5.83398 3.35873 2.26634  -0.1865
C 7.18745 2.67066 2.37820  -0.2101
C 7.57578 1.84522 1.15624  -0.0950
C 3.64058 0.92093 1.46698  -0.1599
C 2.95213 0.72360 0.11157  -0.0860
C 3.67061 1.24686 -1.13653  -0.1354
O 4.71757 2.21653 -0.87567  -0.0583
C 4.47677 3.42956 -1.42478  -0.3208
O 4.88717 3.76540 -2.49422  0.0869
H 1.49504 -1.42213 -1.96713  0.0673
H 2.47278 -1.25816 -3.21647  0.0477
H 4.46341 -1.94294 -1.76252  0.1143
H 5.18002 -2.84023 0.13980  0.1075
H 4.67154 -4.23896 -0.78245  0.1069
H 2.53036 -4.34310 0.37400  0.1070
H 3.83576 -4.33242 1.53710  0.1179
H 2.10171 -1.97479 0.71003  0.0915
H 1.97412 -2.80416 2.23777  0.1239
H 4.03733 -1.96992 3.03514  0.1349
H 4.55571 -1.38933 1.42301  0.1062
H 2.01550 -0.26246 2.32719  0.1402
H 0.31918 2.71301 3.11966  0.1313
H 0.83817 1.37291 2.16370  0.1051
H 0.70346 4.32871 1.45581  0.1175
H 1.70688 3.28841 0.47461  0.0792
H -1.20577 3.57798 0.45013  0.1091
H -0.76892 1.92424 0.76103  0.0998
H 0.00170 1.54805 -1.33437  0.0990
H 0.83422 3.07949 -1.44673  0.0942
H -1.67594 4.01577 -1.74722  0.0955
H -0.72884 3.38846 -3.06140  0.1050
H -1.82371 1.40579 -3.25653  0.1110
H -3.13013 2.51026 -2.94257  0.1041
H -1.89794 0.59441 -0.89591  0.0970
H -3.30408 0.31011 -1.85560  0.0726
H -4.50884 1.01597 -0.13630  0.0929
H -3.16306 1.72271 0.69925  0.0918
H -4.85576 3.08088 -1.46909  0.0708
H -4.95474 3.33347 0.26259  0.0697
H -3.52543 3.86765 -0.59136  0.0526
H 2.39936 4.70204 2.93630  0.1374
H 3.54306 4.07534 4.15239  0.1312
H 2.08675 5.64594 5.64607  0.1036
H 3.52516 3.08122 1.29894  0.1289
H 5.59601 3.62169 1.23264  0.1107
H 5.85687 4.28924 2.84529  0.1234
H 7.12599 2.03018 3.26114  0.1176
H 7.95344 3.42144 2.57708  0.1085
H 8.43849 1.21656 1.38791  0.0720
H 6.76973 1.18745 0.83298  0.0557
H 7.87539 2.49041 0.32951  0.0750
H 4.70404 0.70678 1.33431  0.1392
H 2.88229 -0.35405 -0.04682  0.0778
H 1.92744 1.09029 0.12532  0.1023
H 4.15336 0.41552 -1.65140  0.0979
H 2.96021 1.67983 -1.84378  0.1208
H 3.90037 4.10848 -0.78086  0.1477
F 4.17322 -0.75091 -4.20285  0.0283
C 5.32985 -0.03254 -4.19684  -0.2696
C 5.29426 1.26911 -3.74332  -0.0226
C 6.48072 1.98674 -3.71036  -0.0595
C 7.66406 1.39794 -4.13566  -0.0769
C 7.66548 0.08610 -4.59046  -0.0800
C 6.48778 -0.64782 -4.62086  -0.0165
H 4.35938 1.70822 -3.42125  0.0954
H 6.47487 3.00476 -3.34640  0.0924
H 8.58627 1.96198 -4.11025  0.1027
H 8.58683 -0.37246 -4.92268  0.1049
H 6.46259 -1.67384 -4.96253  0.1188
F -2.97138 -1.67871 -2.85491  0.0459
C -4.06902 -2.32078 -3.31405  -0.2858
C -3.97739 -3.68286 -3.52238  -0.0382
C -5.08787 -4.36271 -3.99838  -0.0825
C -6.26522 -3.67653 -4.26129  -0.0902
C -6.32941 -2.30694 -4.04640  -0.0775
C -5.22703 -1.61424 -3.56657  -0.0201
H -3.04572 -4.19368 -3.31795  0.1154
H -5.02973 -5.42943 -4.16834  0.1066
H -7.12950 -4.20726 -4.63683  0.1012
H -7.24354 -1.76741 -4.25370  0.1079
H -5.26680 -0.54831 -3.39021  0.1093
F 7.33461 4.82276 10.06433  0.0421
C 6.23108 4.24883 9.53032  -0.2936
C 6.35523 3.52833 8.35962  -0.0184
C 5.22127 2.93966 7.81566  -0.0757
C 3.99029 3.08583 8.44010  -0.0891
C 3.89488 3.81691 9.61592  -0.0818
C 5.02202 4.40587 10.17483  -0.0263
H 7.32459 3.43479 7.88810  0.1134
H 5.29109 2.37403 6.89838  0.0887
H 3.11262 2.63490 7.99966  0.0969
H 2.93576 3.93519 10.10265  0.1028
H 4.97099 4.97676 11.09221  0.1133
F -7.06203 -0.16661 -1.54955  0.0436
C -8.02455 0.04545 -0.62352  -0.2797
C -8.24429 1.32803 -0.16685  -0.0183
C -9.23677 1.52953 0.78220  -0.0830
C -9.98181 0.45882 1.25681  -0.0920
C -9.73631 -0.82140 0.77868  -0.0761
C -8.75149 -1.03712 -0.17319  -0.0083
H -7.64995 2.14552 -0.54980  0.1107
H -9.42728 2.52871 1.15025  0.1043
H -10.75233 0.62217 1.99800  0.1007
H -10.31116 -1.66064 1.14392  0.0893
H -8.54805 -2.02555 -0.56295  0.1155
F -3.74697 -2.10679 -8.36399  0.0565
C -3.03690 -3.22090 -8.09400  -0.2822
C -2.65852 -3.46983 -6.79069  -0.0120
C -1.93014 -4.61878 -6.52083  -0.0821
C -1.58981 -5.49211 -7.54488  -0.0970
C -1.98301 -5.21609 -8.84729  -0.0865
C -2.71550 -4.07266 -9.13186  -0.0183
H -2.93139 -2.77427 -6.00890  0.1078
H -1.62672 -4.83079 -5.50419  0.0986
H -1.01923 -6.38514 -7.32859  0.0997
H -1.71800 -5.89272 -9.64855  0.1034
H -3.03640 -3.83952 -10.13796  0.1165
F -10.59384 -4.00326 0.22134  0.0446
C -10.38660 -4.88004 1.22869  -0.2875
C -9.43928 -5.86931 1.06349  -0.0164
C -9.22840 -6.76168 2.10448  -0.0820
C -9.96063 -6.65611 3.27911  -0.0953
C -10.90817 -5.65137 3.41604  -0.0825
C -11.12754 -4.74896 2.38516  -0.0203
H -8.88322 -5.93324 0.13807  0.1176
H -8.48706 -7.54168 1.99620  0.1051
H -9.79230 -7.35559 4.08639  0.1013
H -11.48203 -5.56775 4.32896  0.1050
H -11.85838 -3.95611 2.47043  0.1164

Results
Highest occupied orbital energy: -0.320 Ha
2S+1: 1
Orbital gap: 9.0895 eV
Charge: 0
Structure (SMILES): [H]/N=C(\N)NCCCC[C@H]1OS(=O)(=O)[C@@](CCCCCCCCC)(COO)[C@@H](OCCC)[C@@H]1CCOC=O.Fc1ccccc1.Fc1ccccc1.Fc1ccccc1.Fc1ccccc1.Fc1ccccc1.Fc1ccccc1

=====

Record 2
C61H83FN6O6SbTi as an isolated structure, computed with the ωB97M-V functional and the def2-TZVPD basis.

Last column: Löwdin charge in e.
CARTESIAN COORDINATES (ANGSTROEM)
Ti 1.50605 0.59542 0.59406  1.0237
C 4.06825 -2.18178 4.06106  -0.0861
N 4.21895 -1.55608 2.75956  -0.2498
C 5.41955 -0.73738 2.73526  -0.0816
C 4.22995 -2.58088 1.73606  -0.2092
C 3.95185 -2.10688 0.30846  -0.1611
N 2.58815 -1.67028 -0.08994  -0.1515
C 1.57035 -2.45348 0.63176  -0.1274
C 0.08925 -2.31138 0.34066  -0.1154
C -0.57405 -3.40258 -0.20494  0.0038
C -1.95255 -3.54808 -0.10864  -0.1863
C -2.59665 -2.67838 0.76536  0.0007
C -1.97915 -1.59288 1.36606  -0.0670
C -0.65905 -1.26548 0.95426  -0.2673
O -0.15535 -0.06598 1.13336  -0.3000
C -2.69245 -0.94908 2.55686  -0.5148
C -1.80305 0.01402 3.33966  -0.0685
C -3.05405 -2.07668 3.54246  -0.0459
C -3.96565 -0.20988 2.13446  -0.0370
C -2.73835 -4.67188 -0.77444  -0.5458
C -3.81075 -4.07868 -1.70264  -0.0436
C -3.43335 -5.52338 0.29996  -0.0504
C -1.84565 -5.60148 -1.60394  -0.0623
C 2.55255 -1.95688 -1.52494  -0.1316
C 1.48605 -1.38628 -2.41484  -0.1169
C 1.12645 -2.16698 -3.49354  0.0037
C 0.45015 -1.63608 -4.58234  -0.1767
C 0.30105 -0.25848 -4.58724  -0.0036
C 0.65845 0.57292 -3.53014  -0.0806
C 1.13405 -0.01668 -2.33354  -0.2347
O 1.27825 0.59712 -1.17934  -0.2132
C 0.56045 2.07072 -3.79494  -0.5187
C 1.34615 2.40992 -5.07414  -0.0474
C -0.90765 2.47222 -3.97114  -0.0359
C 1.17105 2.90322 -2.67704  -0.0715
C 0.07675 -2.51238 -5.76784  -0.5516
C -1.04495 -1.89158 -6.60724  -0.0532
C 1.32215 -2.66668 -6.65474  -0.0442
C -0.38645 -3.89738 -5.29644  -0.0533
H 4.75935 -3.03138 4.19516  0.0952
H 3.04705 -2.54428 4.18366  0.0912
H 4.27815 -1.45458 4.83866  0.0616
H 5.25565 0.15412 3.33706  0.0709
H 5.63375 -0.41518 1.71976  0.0750
H 6.29795 -1.28188 3.11956  0.0906
H 3.50295 -3.34688 2.01266  0.1090
H 5.21795 -3.08888 1.70156  0.1297
H 4.23415 -2.97698 -0.31454  0.1245
H 4.64185 -1.29338 0.05886  0.1101
H 1.69195 -2.18318 1.68846  0.1249
H 1.80865 -3.52738 0.50466  0.1344
H 0.01505 -4.17388 -0.67944  0.1062
H -3.63125 -2.86158 1.00976  0.1084
H -0.88135 -0.48828 3.62526  0.0683
H -2.31525 0.32642 4.24946  0.0934
H -1.57205 0.89372 2.74716  0.0162
H -2.16015 -2.63178 3.81596  0.0899
H -3.77705 -2.77098 3.12706  0.0694
H -3.47885 -1.65028 4.44846  0.0805
H -3.71955 0.63202 1.48756  0.0360
H -4.48095 0.17052 3.01536  0.0834
H -4.64565 -0.86608 1.59656  0.0802
H -4.41705 -3.34348 -1.17854  0.0821
H -4.46535 -4.86738 -2.07444  0.0816
H -3.34685 -3.59128 -2.55764  0.0735
H -4.19315 -4.95128 0.82436  0.0740
H -2.71045 -5.87808 1.03096  0.0877
H -3.91665 -6.38628 -0.15644  0.0783
H -1.29815 -5.04208 -2.35904  0.0672
H -2.46055 -6.34428 -2.11244  0.0826
H -1.13965 -6.12908 -0.96444  0.0830
H 2.56955 -3.05448 -1.67674  0.1300
H 3.49285 -1.56408 -1.94844  0.1450
H 1.42005 -3.20678 -3.48144  0.1100
H -0.11475 0.21472 -5.46104  0.1003
H 0.90855 1.96932 -5.96524  0.0688
H 2.37135 2.05752 -4.98694  0.0880
H 1.36635 3.48892 -5.21104  0.0811
H -1.37085 1.94732 -4.80304  0.0806
H -0.98615 3.54122 -4.16004  0.0852
H -1.46665 2.23222 -3.06734  0.0419
H 1.13685 3.95922 -2.93444  0.0957
H 0.62965 2.74842 -1.74964  -0.0025
H 2.20895 2.62612 -2.50924  0.0932
H -0.70405 -0.99078 -7.11134  0.0759
H -1.89885 -1.64188 -5.98224  0.0893
H -1.36715 -2.59848 -7.36994  0.0799
H 1.65505 -1.69288 -7.00754  0.0846
H 1.10435 -3.29288 -7.51874  0.0799
H 2.14005 -3.11588 -6.09604  0.0807
H -1.19295 -3.79788 -4.57384  0.0779
H 0.42505 -4.45118 -4.83164  0.0708
H -0.74675 -4.48108 -6.14204  0.0808
F 5.25735 0.17322 7.81026  0.0660
C 4.06465 -0.24938 7.31046  -0.1753
C 3.51705 0.44322 6.26336  0.0651
N 2.30575 0.05662 5.72486  0.0097
C 1.69195 0.88322 4.71416  -0.0290
C 2.51955 0.99552 3.38206  -0.5841
O 3.51905 1.69922 3.38806  0.0570
O 2.03495 0.37402 2.38936  -0.1372
C 1.61215 -1.02588 6.20166  -0.4930
O 0.53305 -1.37238 5.75646  0.0814
N 2.21745 -1.68818 7.23656  0.2193
C 3.42765 -1.37028 7.90916  -0.3891
O 3.76965 -2.04748 8.87146  0.0795
H 3.99885 1.28292 5.79326  0.1453
H 1.59085 1.89472 5.12966  0.1308
H 0.71505 0.44652 4.49566  0.0980
H 1.70225 -2.47128 7.61666  0.1683
N 0.91905 3.92172 3.30896  -0.0412
N 0.01315 2.88622 2.89146  -0.0564
H 1.83285 3.55852 3.58716  0.0513
H 0.50385 4.40512 4.09876  0.0716
H -0.24305 2.27652 3.67416  0.0579
H 0.51125 2.30292 2.20276  0.0060
C -2.78995 4.42622 2.38316  -0.0945
C -2.94155 4.92502 0.97646  -0.3227
C -3.46895 6.19972 0.79126  -0.0778
C -3.68915 6.71312 -0.47144  -0.1154
C -3.36765 5.94842 -1.57944  -0.1096
C -2.82175 4.69272 -1.40044  -0.1534
C -2.60295 4.16282 -0.13614  -0.3901
Sb -1.61825 2.18982 -0.01444  1.3985
C 2.42145 2.46922 0.41136  -0.1358
C 3.67425 1.87092 0.17796  -0.1442
C 4.76865 2.55182 -0.33344  -0.0905
C 4.65785 3.90662 -0.59244  -0.0914
C 3.45775 4.53872 -0.32764  -0.0558
C 2.34125 3.84832 0.14236  -0.2666
C 1.07735 4.64782 0.32576  -0.0726
C -3.35615 1.34792 -1.08064  -0.3671
C -4.58015 1.99722 -0.93794  -0.1488
C -5.71255 1.56342 -1.59774  -0.1096
C -5.64075 0.45582 -2.42724  -0.1182
C -4.44095 -0.21738 -2.54944  -0.0772
C -3.29655 0.20282 -1.87684  -0.3031
C -2.05095 -0.60558 -2.05394  -0.0404
H -3.75335 4.44952 2.89456  0.0740
H -2.09945 5.06352 2.93376  0.0684
H -2.40165 3.41132 2.40406  -0.0039
H -3.71535 6.79112 1.66366  0.1009
H -4.10835 7.70242 -0.59154  0.0873
H -3.53655 6.33232 -2.57644  0.0902
H -2.57465 4.09782 -2.26744  0.0726
H 3.80145 0.81132 0.43476  0.0729
H 5.70425 2.03872 -0.52864  0.0970
H 5.50245 4.46252 -0.97934  0.0970
H 3.38175 5.60542 -0.50174  0.1080
H 1.32045 5.69632 0.49246  0.0799
H 0.50575 4.29592 1.17626  0.0211
H 0.44645 4.59302 -0.56314  0.0559
H -4.63335 2.87212 -0.30794  0.0851
H -6.64855 2.08692 -1.46104  0.0903
H -6.51415 0.11242 -2.96524  0.0859
H -4.37455 -1.09628 -3.17824  0.0974
H -1.78185 -0.67428 -3.10774  0.0796
H -1.20895 -0.18378 -1.51244  0.0362
H -2.20815 -1.61658 -1.68264  0.0649

Results
Highest occupied orbital energy (alpha / beta): -0.090 / -0.090 Ha
Relative energy (zero: lowest compared OMol25 entry of this formula, charge and spin): 12.1 kcal/mol
2S+1: 1
Orbital gap (alpha / beta): 4.1125 / 4.1118 eV
Charge: -1

=====

Number 2 is which compound? C61H83FN6O6SbTi